{"formula": "C2H3F2IO2", "method": "ωB97M-V/def2-TZVPD", "species": ["I", "F", "F", "O", "O", "C", "C", "H", "H", "H"], "xyz": [[4.648004, -0.258583, -0.608250], [1.811893, 1.677453, -1.231982], [2.936537, 2.360151, 0.426154], [2.786963, 0.091348, -0.103704], [0.787661, 1.118154, 0.791414], [2.301241, 1.308484, -0.078094], [-0.284914, 0.672738, 0.113744], [-0.035195, 0.608540, -1.081269], [-1.079509, 1.381225, 0.289391], [-0.610521, -0.326147, 0.371160]], "atomic_forces_ev_per_a": [[0.8, 0.0, -0.3], [0.5, 0.6, -1.6], [0.0, -1.4, 0.4], [0.1, 0.1, 1.0], [5.6, 1.3, 0.7], [-5.4, 0.1, 1.3], [0.0, -0.6, -4.3], [-1.0, 0.3, 2.6], [-0.6, 0.2, -0.3], [0.0, -0.4, 0.4]], "orbital_gap_ev": 8.15, "total_charge": 0, "e_lumo_ev": -1.651}

{"formula": "C2H3F2N3O5", "method": "ωB97M-V/def2-TZVPD", "species": ["F", "F", "O", "O", "O", "O", "O", "N", "N", "N", "C", "C", "H", "H", "H"], "xyz": [[-2.211345, 1.330233, -1.501389], [-2.872683, 0.540844, 0.519364], [-0.748903, -2.945023, -0.201530], [-1.664679, -1.150680, -2.861061], [0.453294, -0.995223, -2.344055], [0.358221, 1.129289, -0.377344], [-2.633557, -2.121006, 0.516197], [-2.522097, 0.142801, -0.745070], [-0.729617, -0.976466, -2.113137], [-1.595858, -2.039979, -0.036524], [-1.158017, -0.677545, -0.601777], [0.033079, -0.104659, 0.135100], [0.835470, 1.132781, -1.215950], [-0.109804, -0.020998, 1.171709], [0.883874, -0.850048, -0.094032]], "atomic_forces_ev_per_a": [[-0.1, -1.3, 1.5], [0.8, 0.6, -0.4], [-1.5, 1.7, 0.2], [0.9, -0.1, 0.2], [-0.4, 0.0, -0.2], [0.0, 1.6, 0.2], [-1.1, -0.1, 0.6], [1.2, -0.7, -1.0], [-1.2, 0.2, 0.8], [2.7, -1.1, -1.1], [-1.5, 0.6, -0.9], [1.9, -1.7, -2.3], [-0.1, -0.6, 0.2], [-0.4, 0.0, 1.4], [-1.3, 0.8, 0.7]], "smiles": "O=[N+]([O-])C(CO)(N(F)F)[N+](=O)[O-]", "orbital_gap_ev": 10.40, "total_charge": 0, "e_lumo_ev": -1.032}

{"formula": "C2H3F2NO2", "method": "ωB97M-V/def2-TZVPD", "species": ["F", "F", "O", "O", "N", "C", "C", "H", "H", "H"], "xyz": [[0.224050, -2.252050, -0.386660], [0.481409, 1.095082, -1.534212], [0.974886, 0.217935, 1.601923], [2.152295, 1.010210, 0.024624], [1.182383, 0.560701, 0.496056], [0.057480, 0.466814, -0.422759], [-1.238878, 0.345517, -0.125141], [-1.609113, 0.004192, 0.865451], [-0.008618, -1.680904, 0.248778], [-2.215894, 0.232501, -0.768057]], "atomic_forces_ev_per_a": [[0.8, -2.1, -1.9], [-0.9, -1.2, -0.3], [-0.3, -1.2, 3.3], [3.2, 1.0, -0.4], [-1.9, -0.3, -1.2], [-1.9, 2.8, -1.8], [-2.2, -1.8, 0.3], [1.2, 0.4, -0.4], [-0.8, 1.5, 2.0], [2.7, 0.9, 0.3]], "smiles": "C=C(F)[N+](=O)[O-].F", "orbital_gap_ev": 10.44, "total_charge": 0, "e_lumo_ev": -0.979}

{"formula": "C2H3F2NOS", "method": "ωB97M-V/def2-TZVPD", "species": ["S", "F", "F", "O", "N", "C", "C", "H", "H", "H"], "xyz": [[0.640868, -1.291075, -1.951011], [-0.630730, -1.945615, -0.172874], [1.079772, -0.452099, 0.272857], [-1.763546, 1.046405, 1.118269], [0.116801, 2.216790, 1.102904], [-0.644041, 1.317530, 0.860736], [0.041990, -0.832547, -0.499533], [1.011546, 2.640515, 0.878169], [0.884875, -2.562376, -1.304922], [-0.737533, -0.137528, -0.304595]], "atomic_forces_ev_per_a": [[2.5, -2.3, -4.6], [-0.8, -1.9, 3.3], [0.5, -0.6, 1.9], [-0.4, -2.9, -1.4], [3.1, 0.8, -0.9], [-2.5, 4.1, 3.3], [-1.5, 0.8, 1.5], [-0.5, -0.9, -0.2], [0.0, 1.7, -1.5], [-0.3, 1.1, -1.3]], "smiles": "FC(F)S.N=C=O", "orbital_gap_ev": 10.02, "total_charge": 0, "e_lumo_ev": -0.019}

{"formula": "C2H3F2O2S", "method": "ωB97M-V/def2-TZVPD", "species": ["S", "F", "F", "O", "O", "C", "C", "H", "H", "H"], "xyz": [[-1.828223, 0.734125, 2.125841], [0.506718, 1.996989, 1.489303], [-2.517796, 2.042778, 1.115465], [-2.712582, -0.351314, 1.673490], [-0.135825, 0.052428, 2.518173], [0.223136, 0.066777, 0.169009], [-0.260591, 0.803538, 1.363539], [-0.032908, -0.989703, 0.247590], [1.332643, -0.227574, 0.151101], [-0.384535, 0.430858, -0.708618]], "atomic_forces_ev_per_a": [[-0.9, 1.2, 0.0], [-0.8, 0.0, -0.3], [-0.6, 0.3, -0.3], [0.8, -0.1, -0.1], [0.2, -0.3, 0.0], [-0.4, -1.4, -1.4], [2.3, -1.4, 1.8], [-1.2, 0.0, 0.4], [-1.1, 2.0, -0.4], [1.6, -0.2, 0.2]], "orbital_gap_ev": 8.93, "total_charge": -1, "e_lumo_ev": 4.164}

{"formula": "C2H3F3N2O3", "method": "ωB97M-V/def2-TZVPD", "species": ["F", "F", "F", "O", "O", "O", "N", "N", "C", "C", "H", "H", "H"], "xyz": [[2.734743, -0.025412, 0.561137], [0.415373, 0.587331, -2.054657], [1.867324, -1.486824, 1.879693], [0.546339, 0.100390, 1.055643], [-1.662676, -1.022732, 1.375921], [-2.795137, -0.194252, -0.325196], [-1.771654, -0.378616, 0.403434], [-0.562427, 0.063877, -0.161533], [1.575620, -0.757597, 0.773635], [-0.399654, 1.105695, -1.179895], [-1.426571, 1.294824, -1.598483], [0.134055, 2.016588, -0.698327], [1.344665, -1.303273, -0.031373]], "atomic_forces_ev_per_a": [[-0.9, -0.4, -0.2], [1.5, -0.8, -2.2], [-0.6, 0.1, -0.5], [-2.9, 0.9, -2.6], [-0.6, -0.6, 1.4], [2.5, 0.0, 1.8], [-1.6, 0.5, -2.9], [2.7, -0.3, 2.6], [1.8, 2.4, 3.0], [-1.2, 1.8, 3.0], [1.0, 0.0, 0.4], [-1.2, -1.3, -0.7], [-0.5, -2.5, -3.0]], "smiles": "O=[N+]([O-])N(CF)OC(F)F", "orbital_gap_ev": 11.11, "total_charge": 0, "e_lumo_ev": -0.834}

{"formula": "C2H3F3OS", "method": "ωB97M-V/def2-TZVPD", "species": ["S", "F", "F", "F", "O", "C", "C", "H", "H", "H"], "xyz": [[-3.301685, -1.545706, -0.000387], [-2.854086, 1.073597, -0.256714], [-4.721457, 0.335981, -0.982314], [-4.371406, 0.620617, 1.118856], [-0.679340, -1.057533, -0.193893], [-0.225511, 0.171992, -0.403341], [-3.868918, 0.193882, 0.008307], [0.841706, 0.333871, 0.039923], [-0.261649, 0.613183, -1.565716], [-0.873791, 0.873259, 0.174477]], "atomic_forces_ev_per_a": [[2.1, 1.0, 0.1], [-0.2, -0.5, -0.1], [-1.2, 0.2, -0.5], [-1.2, 0.0, 1.5], [-1.4, -1.5, -0.1], [0.3, 2.9, -1.5], [2.1, -0.2, -1.3], [-1.5, -0.6, -0.7], [0.2, -1.4, 2.7], [0.7, 0.0, -0.2]], "orbital_gap_ev": [6.05, 6.27], "total_charge": 0, "e_lumo_ev": [-3.691, -3.659]}

{"formula": "C2H3F3S", "method": "ωB97M-V/def2-TZVPD", "species": ["S", "F", "F", "F", "C", "C", "H", "H", "H"], "xyz": [[1.705503, 2.276815, -0.055520], [0.577154, 1.312318, -2.032628], [-0.347308, -2.079104, -0.264621], [-0.920897, -0.275233, 0.724236], [1.045328, 0.982760, -0.862702], [-1.032971, -1.607525, 0.826661], [-0.419541, -1.946123, 1.683655], [-2.090312, -1.993120, 0.851146], [1.483044, 3.329211, -0.870227]], "atomic_forces_ev_per_a": [[0.4, 0.8, 0.8], [-0.5, 0.3, -0.8], [-0.7, -0.5, -0.1], [-1.0, 0.6, 0.5], [0.3, -1.1, 0.1], [1.2, -1.0, 0.1], [-0.7, 0.2, 0.0], [0.9, 0.7, -0.3], [0.0, 0.1, -0.2]], "orbital_gap_ev": 9.65, "total_charge": 0, "e_lumo_ev": 0.464}

One value per record, in order, for energy relative to the best compared isomer or geometry (same formula, charge and spin): 1.9526; 0.7023; 3.5717; 2.9422; 0.9667; 0.5593; 3.7555; 3.7158 eV.